No. 1
This record from OMol25 describes a molecular structure, C6H10O. The level of theory is wB97M-V/def2-TZVPD.

The electronic energy comes out at -8426.908 eV. As for the energy relative to the best compared isomer or geometry (same formula, charge and spin): 418.0 kJ/mol. Its LUMO energy is -0.159 eV. The value obtained for the largest force on an atom is 0.3 eV/Å. For the HOMO-LUMO gap, the calculation gives 7.72 eV. As for the HOMO energy: -0.2894 hartree.

```
! wB97M-V def2-TZVPD RIJCOSX def2/J DEFGRID3
* xyz 0 1
O -0.057 2.162 -0.050
C 2.258 0.137 0.067
C -0.140 0.883 -0.655
C -1.514 0.176 -0.600
C 0.115 -1.232 0.364
C 0.790 -0.124 -0.018
C -1.219 -1.258 -0.190
H -2.156 -1.806 0.730
H 0.140 1.059 -1.700
H -2.165 0.671 0.128
H -2.230 -1.483 1.496
H 2.437 1.174 0.369
H 2.728 0.004 -0.916
H 2.753 -0.538 0.772
H 0.565 -2.082 0.874
H -2.040 0.209 -1.561
H -0.268 2.049 0.887
*
```

Want to see where the charge sits? The natural (NBO) charges in e are: -0.7023, -0.6575, 0.0475, -0.5409, -0.3323, 0.0691, -0.0340, 0.0893, 0.1895, 0.2418, 0.0322, 0.2371, 0.2289, 0.2216, 0.2183, 0.2291, 0.4627


No. 2
This record from OMol25 describes C6H10O in the gas phase in a non-equilibrium geometry. The level of theory is wB97M-V/def2-TZVPD.

The electronic energy comes out at -8429.967 eV. As for the energy relative to the best compared isomer or geometry (same formula, charge and spin): 122.9 kJ/mol. Its LUMO energy is 1.121 eV. The value obtained for the largest force on an atom is 1.5 eV/Å. For the HOMO-LUMO gap, the calculation gives 10.92 eV. As for the HOMO energy: -0.3601 hartree. Its SMILES is O=CCCC1CC1.

```
! wB97M-V def2-TZVPD RIJCOSX def2/J DEFGRID3
* xyz 0 1
O 1.500 -1.525 1.630
C 0.434 0.798 0.504
C -2.256 0.383 0.020
C -1.422 -0.572 -0.785
C -0.829 0.759 -0.387
C 1.688 0.099 -0.191
C 2.164 -1.063 0.731
H 2.630 0.612 -0.544
H 1.301 -0.301 -1.148
H -0.816 1.509 -1.175
H -1.679 -0.742 -1.827
H 0.604 1.812 0.907
H 0.163 0.204 1.389
H 3.196 -1.482 0.606
H -2.525 0.100 1.037
H -1.063 -1.463 -0.271
H -3.089 0.871 -0.495
*
```

Want to see where the charge sits? The natural (NBO) charges in e are: -0.5317, -0.4135, -0.4156, -0.4363, -0.2220, -0.5306, 0.4409, 0.2293, 0.2452, 0.2049, 0.2111, 0.2180, 0.2371, 0.1147, 0.2162, 0.2185, 0.2137


No. 3
This record from OMol25 describes a molecular structure, C6H10O. The level of theory is wB97M-V/def2-TZVPD.

The electronic energy comes out at -8427.694 eV. As for the energy relative to the best compared isomer or geometry (same formula, charge and spin): 342.2 kJ/mol. Its LUMO energy is 0.906 eV. The value obtained for the largest force on an atom is 0.4 eV/Å. For the HOMO-LUMO gap, the calculation gives 8.33 eV. As for the HOMO energy: -0.2728 hartree.

```
! wB97M-V def2-TZVPD RIJCOSX def2/J DEFGRID3
* xyz 0 1
O 0.747 -2.114 0.170
C 0.780 1.659 0.042
C -2.059 -0.971 -0.102
C 1.759 0.502 -0.049
C -0.596 1.055 0.148
C -0.737 -0.245 -0.142
C 0.413 -1.051 -0.603
H -2.859 -0.311 0.248
H 0.464 -1.972 1.093
H 2.695 0.721 -0.576
H 1.349 -0.385 -1.000
H -2.321 -1.346 -1.099
H -1.455 1.682 0.377
H 1.001 2.323 0.889
H 0.856 2.280 -0.862
H 1.980 0.014 0.903
H -2.016 -1.842 0.563
*
```

Want to see where the charge sits? The natural (NBO) charges in e are: -0.6707, -0.4580, -0.6247, -0.4628, -0.2036, -0.0995, 0.0914, 0.2176, 0.4512, 0.2248, 0.2631, 0.2261, 0.2040, 0.2119, 0.2100, 0.2056, 0.2135


No. 4
This record from OMol25 describes C6H10O in the gas phase in a non-equilibrium geometry. The level of theory is wB97M-V/def2-TZVPD.

The electronic energy comes out at -8426.915 eV. As for the energy relative to the best compared isomer or geometry (same formula, charge and spin): 417.3 kJ/mol. Its LUMO energy (spin up / spin down) is 0.536 / -0.603 eV. The value obtained for the largest force on an atom is 3.3 eV/Å. For the HOMO-LUMO gap (spin up / spin down), the calculation gives 8.46 / 6.90 eV. As for the HOMO energy (spin up / spin down): -0.2912 / -0.2757 hartree. Its SMILES is C=C=CC(C)(C)O.

```
! wB97M-V def2-TZVPD RIJCOSX def2/J DEFGRID3
* xyz 0 1
O -0.974 -0.556 -1.901
C -1.192 -0.598 0.672
C 0.991 -0.211 -0.559
C -0.455 0.049 -0.745
C -0.837 1.521 -0.760
C 2.083 -0.736 1.750
C 1.437 -0.421 0.661
H 3.128 -1.026 1.710
H -2.251 -0.420 0.462
H -0.371 2.020 -1.618
H 1.606 -0.680 2.722
H -1.000 -0.078 1.614
H 1.636 -0.342 -1.424
H -0.521 2.024 0.156
H -1.042 -1.677 0.738
H -0.318 -0.510 -2.613
H -1.920 1.642 -0.864
*
```

Want to see where the charge sits? The natural (NBO) charges in e are: -0.7189, -0.6339, -0.2862, 0.2481, -0.6249, -0.4721, 0.1207, 0.2068, 0.2103, 0.2056, 0.2090, 0.2142, 0.1995, 0.2133, 0.2185, 0.4698, 0.2203


- The lowest electronic energy belongs to which entry?
  number 2